ORCA calculation (the ωB97M-V functional and the def2-TZVPD basis) on a 9-piece molecular cluster, C38H106Cl8N15O5P5 overall at a distorted geometry.

The charge is -1. The calculation puts the LUMO energy (alpha / beta) at 1.873 / 1.841 eV. The multiplicity is 2.

Positions of all 177 atoms, in Å:
Cl  0.776  -3.422  -1.720
Cl  -3.523  -0.058  3.614
Cl  4.002  -4.332  -1.344
Cl  -0.523  2.790  2.523
Cl  -3.671  -2.522  -2.487
Cl  -2.314  1.088  -0.872
Cl  -0.073  -0.474  0.859
Cl  -6.249  -0.426  -2.479
P  4.472  1.677  -1.163
P  -1.701  7.375  1.255
P  -1.218  -1.131  -7.147
P  1.916  -2.607  4.168
P  -2.741  -6.035  1.739
O  4.042  0.481  -0.320
O  -0.723  -1.488  -8.500
O  -0.719  6.523  2.062
O  0.764  -3.042  3.397
O  -4.185  -5.991  1.390
N  -0.971  8.663  0.389
N  -1.729  -7.072  0.844
N  2.293  -0.901  4.002
N  -2.823  -0.552  -7.072
N  -2.580  -6.483  3.368
N  4.563  1.285  -2.859
N  -2.122  -4.416  1.631
N  -0.354  0.058  -6.390
N  -2.688  6.581  0.163
N  3.454  3.059  -1.069
N  3.444  -3.408  3.767
N  1.770  -2.864  5.913
N  6.073  2.267  -0.741
N  -1.217  -2.443  -6.114
N  -2.821  8.089  2.367
C  -0.343  -7.336  1.182
C  -0.948  0.764  -5.191
C  -3.443  9.425  2.158
C  -2.017  5.582  -0.677
C  -1.266  -6.285  4.051
C  -2.096  1.940  2.569
C  6.697  3.414  -1.431
C  0.302  0.261  -0.796
C  1.591  -3.565  -0.187
C  -3.330  7.378  3.503
C  4.764  -3.042  4.286
C  -4.028  6.974  -0.303
C  3.351  -4.702  3.136
C  3.024  3.554  0.262
C  -5.471  -1.181  -1.006
C  5.813  0.591  -3.297
C  1.478  0.064  4.725
C  2.916  -2.674  6.891
C  3.351  0.745  -3.513
C  -2.067  0.861  3.638
C  -3.617  -7.238  4.160
C  -3.767  -0.795  -5.975
C  3.021  -0.388  2.826
C  1.079  0.249  -6.636
C  -4.970  -2.585  -1.317
C  -3.326  0.580  -7.943
C  -0.597  -2.577  -4.772
C  -1.739  -3.720  -6.541
C  3.321  4.009  -2.103
C  0.346  9.124  0.808
C  -1.668  9.355  -0.690
C  -0.580  1.472  -1.030
C  -2.614  -3.400  2.550
C  3.063  -3.127  -0.364
C  -1.829  -3.966  0.286
C  6.536  2.062  0.635
C  -2.348  -8.374  0.381
C  0.374  -3.115  6.368
H  2.956  4.641  0.208
H  1.099  0.458  -7.705
H  4.880  -1.983  4.515
H  0.259  -1.921  -4.612
H  -0.498  -7.016  3.800
H  -0.410  -3.101  5.611
H  -3.388  7.966  4.419
H  -2.660  10.158  1.963
H  -4.133  9.406  1.314
H  2.142  0.780  5.210
H  -4.634  6.108  -0.567
H  -3.854  -1.879  -5.895
H  3.709  -2.157  6.352
H  -5.801  -3.188  -1.682
H  1.498  1.146  -6.180
H  0.181  -7.921  0.427
H  -3.891  9.796  3.080
H  -0.303  1.786  -2.037
H  0.214  -4.017  6.958
H  3.336  0.799  -4.602
H  -0.194  -3.576  -4.602
H  2.596  -1.997  7.684
H  -3.374  -8.155  0.086
H  -1.578  8.731  -1.579
H  1.158  -2.922  0.581
H  -2.730  2.794  2.807
H  -2.828  6.438  3.730
H  -3.251  1.571  -7.496
H  3.811  -1.091  2.561
H  -1.361  -2.390  -4.018
H  -0.363  -7.892  2.119
H  0.444  9.084  1.893
H  0.823  -0.374  5.478
H  -2.013  -2.502  2.697
H  -0.329  2.174  -0.235
H  2.497  1.360  -3.228
H  6.688  1.176  -3.013
H  3.470  0.566  3.102
H  -1.931  -4.275  -5.622
H  1.364  0.469  -0.925
H  5.820  0.438  -4.377
H  2.402  -4.755  2.602
H  5.008  -3.594  5.193
H  0.164  -2.243  6.988
H  3.183  -5.395  3.960
H  -4.796  -0.515  -6.200
H  -2.877  0.532  -8.936
H  -2.300  1.521  1.584
H  6.250  1.041  0.888
H  -3.249  -8.261  4.236
H  -3.966  7.605  -1.189
H  3.129  -2.129  -0.800
H  5.527  -3.177  3.519
H  -3.593  -3.011  2.271
H  3.760  4.934  -1.729
H  -3.454  -0.284  -5.065
H  -0.860  -5.297  3.832
H  0.928  0.751  4.082
H  -1.391  10.395  -0.862
H  -0.871  -4.433  0.057
H  -4.507  7.546  0.492
H  -1.436  4.834  -0.139
H  -6.263  -1.282  -0.264
H  7.620  1.978  0.710
H  2.066  3.082  0.479
H  7.765  3.393  -1.217
H  -4.666  -0.538  -0.651
H  -2.718  9.418  -0.404
H  0.187  -6.413  1.421
H  -2.504  -4.332  -0.488
H  -4.375  0.342  -8.117
H  -4.625  -3.002  -0.370
H  2.288  -0.247  2.032
H  -2.282  -9.132  1.162
H  3.194  -3.642  7.309
H  -2.716  -3.865  3.530
H  0.633  10.088  0.389
H  1.510  -4.581  0.200
H  -3.638  -6.901  5.197
H  3.348  -0.289  -3.170
H  6.557  3.350  -2.511
H  -4.316  6.957  3.310
H  -1.810  1.176  4.650
H  -1.629  1.567  -5.474
H  -4.627  -7.084  3.780
H  -2.638  -3.678  -7.157
H  4.223  -4.825  2.495
H  6.057  2.764  1.317
H  -1.410  -6.398  5.125
H  -1.201  0.206  3.542
H  -0.953  -4.317  -7.002
H  -1.783  -8.753  -0.470
H  -1.445  6.135  -1.423
H  3.849  3.777  -3.028
H  -0.170  1.052  -4.484
H  -2.854  5.108  -1.190
H  6.415  4.389  -1.034
H  3.682  3.210  1.060
H  -0.002  -0.484  -1.532
H  1.717  -0.587  -6.347
H  5.983  -0.354  -2.782
H  3.439  -3.080  0.658
H  -1.562  0.065  -4.623
H  1.067  8.347  0.557
H  2.257  4.105  -2.319
H  -1.729  -2.881  0.311

Löwdin atomic charge list, values in e, 5 entries: atom 1 (Cl): 0.6391, atom 2 (Cl): 0.6239, atom 3 (Cl): 0.4973, atom 4 (Cl): 0.5717, atom 5 (Cl): 0.5994

ORCA calculation (the ωB97M-V functional and the def2-TZVPD basis) on C38H107BeF6N9O11P as an isolated structure at a distorted geometry.

The charge is +1. The calculation puts the LUMO energy at -4.438 eV.

Positions of all 173 atoms, in Å:
P  0.666  0.377  0.223
F  1.977  -0.549  -0.093
F  1.133  0.722  1.723
F  0.057  0.029  -1.270
F  -0.575  1.461  0.434
F  1.431  1.614  -0.438
F  -0.190  -0.882  0.819
O  -1.319  -3.255  -4.525
O  -1.254  -4.504  4.464
O  1.744  -0.130  -5.587
O  -2.148  0.781  2.894
O  -1.023  4.748  -2.663
O  -2.870  -6.046  -1.336
O  -1.141  4.715  0.766
O  5.397  -0.455  1.564
O  6.672  0.898  -0.896
O  -3.767  0.544  -0.067
O  2.299  -4.460  -2.125
N  -0.989  -6.026  1.937
N  3.869  -3.093  -6.587
N  3.573  1.417  2.703
N  -3.806  5.102  1.903
N  -5.215  2.979  0.592
N  3.939  1.981  -0.885
N  1.504  -5.034  4.772
N  -2.633  3.115  -1.172
N  -1.413  3.507  3.599
C  -7.227  1.791  0.616
C  2.132  -3.175  -1.573
C  -2.792  -7.023  -2.398
C  3.495  -1.648  -6.529
C  5.944  -1.640  0.964
C  0.540  0.070  -4.982
C  3.018  0.004  4.554
C  1.052  -3.001  3.459
C  8.013  0.935  -1.179
C  -1.305  1.089  3.984
C  3.346  0.719  -2.818
C  0.268  4.650  0.995
C  -1.824  -6.255  -0.354
C  -0.056  5.728  -2.807
C  2.133  -1.494  -5.702
C  -2.846  -0.440  3.032
C  5.796  0.898  -2.091
C  -3.279  5.928  0.863
C  -0.500  2.435  3.642
C  4.347  -0.814  2.485
C  -2.025  -5.587  0.984
C  -1.775  2.485  -2.169
C  0.980  -3.632  4.831
C  -5.745  1.645  0.748
C  0.449  2.807  4.760
C  -1.831  -4.059  0.878
C  -1.362  -2.880  -3.192
C  -2.689  -4.485  4.841
C  3.251  -1.104  -7.935
C  -3.737  7.397  1.053
C  4.331  0.775  -1.616
C  -1.722  5.987  0.897
C  4.078  0.341  3.471
C  -2.665  2.375  -3.434
C  -0.418  -3.736  5.362
C  -3.171  -0.502  -0.776
C  -0.550  3.448  -2.437
C  -5.189  0.530  -0.162
Be  -2.691  2.809  1.444
H  0.327  1.139  -4.975
H  3.036  -3.499  -6.990
H  6.851  -1.380  0.418
H  0.342  -2.186  3.316
H  -0.835  -2.738  5.500
H  4.319  -1.169  -6.000
H  8.472  0.946  -0.191
H  -7.392  2.083  -0.421
H  -1.487  -3.756  -2.555
H  4.570  -1.729  3.034
H  8.291  -0.008  -1.651
H  -2.966  -8.010  -1.969
H  0.642  -5.526  4.580
H  2.290  -1.932  -4.716
H  -2.043  3.354  4.373
H  -3.597  5.544  2.787
H  -2.971  -3.432  4.833
H  -0.118  2.872  5.689
H  -0.566  6.558  -3.295
H  0.854  -3.672  2.623
H  2.380  0.327  -2.500
H  -1.710  -7.320  -0.149
H  -3.382  1.569  -3.278
H  -5.721  3.593  1.214
H  3.065  -2.924  -1.070
H  4.575  -3.286  -7.282
H  -1.365  6.534  0.024
H  -3.618  -1.437  -0.438
H  5.975  -0.008  -2.671
H  -2.944  -4.954  5.792
H  3.939  -1.430  -8.716
H  0.508  -0.326  -3.967
H  -5.573  0.609  -1.179
H  -3.012  -5.728  1.425
H  0.745  5.454  -3.493
H  -1.405  1.491  -1.916
H  -4.795  7.334  1.308
H  3.434  -1.073  1.947
H  0.012  3.122  -3.312
H  -3.633  5.638  -0.126
H  -4.798  5.258  1.800
H  -2.095  -0.530  -0.606
H  -3.400  -0.476  3.970
H  -2.334  -3.665  -0.005
H  1.788  -5.414  5.664
H  1.563  -3.070  5.561
H  6.149  -2.526  1.565
H  -3.285  -0.401  -1.856
H  0.397  6.017  -1.858
H  1.992  -0.139  4.214
H  2.303  -1.403  -8.381
H  1.360  -3.090  -0.809
H  3.080  1.711  -3.181
H  -5.416  1.291  1.725
H  -0.780  -3.775  0.815
H  2.981  -4.355  -2.793
H  -3.521  -0.437  2.175
H  4.309  -0.086  -0.947
H  0.597  3.638  1.227
H  -1.917  1.260  4.869
H  -5.519  -0.418  0.262
H  -3.444  3.360  -1.722
H  -7.786  0.862  0.735
H  0.870  4.988  0.151
H  -0.879  -5.908  -0.774
H  -3.759  7.971  0.127
H  -0.320  -0.420  -5.439
H  -3.563  -6.864  -3.152
H  1.233  2.068  4.923
H  -5.494  3.406  -0.280
H  -1.827  -7.175  -2.881
H  3.041  0.654  5.429
H  2.679  1.103  2.351
H  4.035  2.652  -1.634
H  -2.275  4.058  -1.114
H  -2.098  1.938  -4.256
H  5.281  -1.926  0.147
H  4.982  0.618  4.014
H  8.312  1.796  -1.777
H  -2.211  -3.511  1.740
H  -1.207  6.416  1.756
H  3.303  2.181  3.306
H  -2.192  -2.220  -2.937
H  1.990  -2.459  -2.383
H  0.535  5.281  1.842
H  -0.988  4.352  3.954
H  -2.267  -1.362  2.990
H  -7.659  2.445  1.373
H  2.039  -2.582  3.265
H  2.942  1.820  -0.884
H  -3.356  -4.877  4.072
H  -0.085  -5.969  1.489
H  -2.258  -3.183  -4.712
H  6.070  1.689  -2.790
H  -3.219  3.259  -3.750
H  -0.602  0.272  4.142
H  3.721  0.043  -3.587
H  0.186  3.403  -1.635
H  -3.308  7.983  1.867
H  3.259  -1.013  4.861
H  3.166  -0.018  -7.978
H  -0.013  2.266  2.681
H  0.961  3.753  4.588
H  -0.485  -4.221  6.336
H  -0.857  -5.365  2.689
H  1.335  -2.013  -6.234
H  -0.424  -2.501  -2.787

Löwdin atomic charge list, values in e, 5 entries: atom 1 (P): 0.2745, atom 2 (F): -0.1239, atom 3 (F): -0.1502, atom 4 (F): -0.1751, atom 5 (F): -0.1870